No. 1
# C3H6OS

A single C3H6OS molecule at a distorted geometry (ωB97M-V/def2-TZVPD, OMol25).

Geometry as XYZ:
```
11
Properties=species:S:1:pos:R:3:forces:R:3
C -0.359 -2.090 -0.526 2.03 -0.35 0.87
S -0.780 -0.419 -0.869 0.44 1.44 0.25
C 0.437 0.535 0.161 -0.83 0.04 -0.49
C 0.047 2.004 0.318 -0.54 -0.19 2.44
O 1.390 0.066 0.718 -0.41 -0.19 -0.38
H -1.213 -2.618 -0.181 -0.78 -0.52 0.06
H 0.194 -2.633 -1.295 -0.44 0.25 -0.28
H 0.360 -2.050 0.315 -0.32 -0.01 -0.17
H -1.016 2.278 0.201 0.43 -0.64 -0.10
H 0.336 2.218 1.398 -0.47 -0.16 -1.21
H 0.605 2.707 -0.240 0.89 0.35 -0.97
```
Forces are in eV/Å.

Results
- HOMO-LUMO gap (eV) = 10.3
- largest force on an atom (eV/Å) = 2.50
- E_LUMO (eV) = 0.860
- SMILES string = CSC(C)=O
- HOMO level (eV) = -9.402


No. 2
# C9H11BrF2NOS

2 unconnected molecules or ions with the total composition C9H11BrF2NOS at a distorted geometry (ωB97M-V/def2-TZVPD, OMol25).

Geometry as XYZ:
```
26
Properties=species:S:1:pos:R:3:forces:R:3
C 1.113 3.395 0.148 2.50 2.09 0.72
C 0.364 2.830 1.191 0.98 0.04 1.73
C 1.362 2.779 -1.057 -4.68 -2.71 0.47
C -0.163 1.548 1.061 0.61 1.19 -2.29
C 0.525 1.639 -1.336 1.34 -0.16 2.15
C -0.094 0.995 -0.246 -0.12 0.36 0.95
C 1.004 -1.789 0.968 -3.80 5.53 1.76
C 0.225 -2.918 -1.097 -0.91 -0.76 -1.74
C -2.356 -0.907 0.413 1.23 -0.84 4.07
N 0.407 -1.681 -0.340 -0.07 -0.76 -0.93
O -1.188 -0.762 -1.920 -0.30 0.24 -0.30
F -2.708 -2.192 0.449 0.57 2.01 -0.51
F -1.767 -0.728 2.149 -0.97 -0.32 -3.90
S -0.717 -0.623 -0.579 -1.43 1.35 -1.11
Br -3.680 0.376 0.222 0.47 -0.56 -0.07
H 1.755 4.349 0.313 -1.61 -1.54 0.05
H 0.426 3.308 2.232 -0.46 -0.63 -1.84
H 1.703 3.179 -1.937 1.73 1.43 -1.43
H -0.644 1.034 1.835 -0.53 -0.60 1.10
H 0.529 1.137 -2.268 -0.02 -0.15 -0.96
H 1.739 -2.439 0.965 3.38 -3.42 0.04
H 1.443 -0.742 1.150 -0.48 -1.60 0.23
H 0.153 -1.957 1.697 1.50 -0.19 -0.32
H -0.028 -2.865 -2.185 0.05 1.00 1.01
H 1.147 -3.428 -1.148 1.16 -0.59 0.60
H -0.550 -3.537 -0.680 -0.12 -0.42 0.52
```
Forces are in eV/Å.

Results
- HOMO-LUMO gap (eV) = 9.3
- largest force on an atom (eV/Å) = 6.93
- E_LUMO (eV) = -4.458
- HOMO level (eV) = -13.709
- net charge = +1


No. 3
# C5H13N2O

2 unconnected molecules or ions with the total composition C5H13N2O at a distorted geometry (ωB97M-V/def2-TZVPD, OMol25).

Geometry as XYZ:
```
21
Properties=species:S:1:pos:R:3:forces:R:3
C -2.271 1.324 0.546 -0.90 -0.13 0.18
N -0.926 1.218 1.093 -0.45 -0.88 -2.36
C 3.297 0.457 0.486 -2.20 -1.81 0.09
C 3.070 -0.759 -0.128 -0.76 1.31 -0.22
C 1.763 -1.144 -0.813 -0.38 0.86 2.60
O 0.568 -0.693 -0.228 2.50 -0.62 -1.80
C -2.708 -0.095 0.142 -1.59 0.35 1.77
N -2.137 -0.538 -1.090 2.27 0.55 -0.08
H -2.518 2.087 -0.301 1.05 -0.74 1.23
H -2.895 1.646 1.405 0.00 -0.14 -0.46
H -0.229 0.770 0.479 -0.13 -0.04 0.89
H 4.180 0.657 1.043 0.80 0.19 -0.08
H 2.437 1.137 0.680 0.79 -0.40 -0.55
H 3.844 -1.499 -0.295 0.28 0.24 0.14
H 1.951 -0.852 -1.890 -0.79 -0.52 0.23
H 1.686 -2.297 -0.772 -0.24 0.99 -0.48
H -2.378 -0.730 0.968 0.07 -0.19 -0.12
H -3.844 -0.198 0.158 1.43 0.27 -0.46
H -2.541 0.022 -1.809 -0.32 -0.02 -1.17
H -0.625 1.770 1.847 0.46 1.18 0.63
H -1.074 -0.432 -1.110 -1.91 -0.48 0.00
```
Forces are in eV/Å.

Results
- HOMO-LUMO gap (eV) = 3.8
- largest force on an atom (eV/Å) = 3.14
- E_LUMO (eV) = -9.327
- HOMO level (eV) = -13.169
- net charge = +1


No. 4
# C10H14F2KNO13S2

A molecular structure, C10H14F2KNO13S2 at a distorted geometry (ωB97M-V/def2-TZVPD, OMol25).

Geometry as XYZ:
```
43
Properties=species:S:1:pos:R:3:forces:R:3
K 13.337 -14.428 7.645 0.05 0.65 0.11
N 12.933 -17.104 8.451 2.54 -1.11 0.65
S 12.423 -17.393 9.877 -8.17 0.21 5.10
O 12.763 -16.483 10.984 0.03 -2.53 -2.79
O 12.155 -18.837 10.154 1.94 2.61 -0.47
F 10.892 -16.990 9.532 1.41 0.13 0.35
S 14.509 -17.645 8.794 7.13 -0.82 -4.06
O 14.730 -19.067 8.879 -1.55 2.04 0.17
O 15.312 -16.757 9.600 -2.22 -0.70 -0.58
F 15.042 -17.287 7.274 -1.16 -0.37 1.77
C 18.353 -14.466 4.376 -0.32 1.97 -0.99
C 17.485 -13.187 4.132 0.98 -0.63 -1.22
O 16.337 -13.378 4.923 -0.06 -0.37 1.04
C 16.636 -14.310 5.836 -0.17 -0.74 1.58
O 15.974 -14.580 6.816 -0.04 0.48 -1.11
O 17.803 -14.942 5.599 -0.18 0.10 -0.44
H 19.359 -14.057 4.472 0.15 -0.78 0.48
H 18.327 -15.142 3.521 -0.26 -0.52 0.54
H 17.128 -13.070 3.109 0.37 0.12 0.05
H 18.115 -12.358 4.454 -0.70 0.43 0.09
C 7.471 -14.431 9.001 -0.67 -1.78 1.60
C 8.347 -14.800 10.222 -1.59 -0.08 -0.34
O 9.631 -14.566 9.709 1.60 -0.26 1.29
C 9.608 -13.860 8.595 -0.50 -0.21 -0.94
O 10.560 -13.523 7.951 0.26 -0.05 0.33
O 8.343 -13.664 8.211 -0.64 0.89 -0.58
H 6.530 -14.027 9.375 0.32 1.18 -0.54
H 7.129 -15.332 8.491 0.48 -0.03 -0.50
H 8.204 -15.828 10.556 0.39 -0.08 -0.33
H 8.085 -14.186 11.083 0.55 0.40 -0.03
C 10.500 -10.865 12.896 -0.16 0.52 1.06
C 11.760 -11.685 12.835 -1.68 -0.68 0.56
C 11.548 -13.229 13.169 0.14 3.15 0.55
O 12.355 -13.788 12.206 1.21 -1.38 -1.49
C 12.566 -12.946 11.176 -0.18 0.03 -0.03
O 13.069 -13.267 10.138 0.01 -0.09 -0.05
O 12.112 -11.720 11.472 0.97 -0.76 -1.09
H 9.677 -11.255 12.297 0.31 -0.13 -0.29
H 10.714 -9.833 12.620 -0.12 -0.06 -0.15
H 10.117 -10.836 13.916 0.08 0.04 0.17
H 12.590 -11.249 13.391 -0.07 -0.04 0.15
H 10.508 -13.501 12.991 -0.01 -0.21 0.45
H 11.964 -13.395 14.163 -0.48 -0.54 -0.07
```
Forces are in eV/Å.

Results
- HOMO-LUMO gap (alpha / beta) (eV) = 9.7 / 5.1
- largest force on an atom (eV/Å) = 9.64
- E_LUMO (alpha / beta) (eV) = -4.189 / -8.741
- ⟨S²⟩ = 0.764
- HOMO level (alpha / beta) (eV) = -13.870 / -13.868
- net charge = +1
- multiplicity = 2


No. 5
# C6H11N3O2

A single C6H11N3O2 molecule at a distorted geometry (ωB97M-V/def2-TZVPD, OMol25).

Geometry as XYZ:
```
22
Properties=species:S:1:pos:R:3:forces:R:3
C -2.967 -0.350 0.372 -1.11 -0.07 0.02
N -1.558 -0.189 0.239 -2.36 0.63 0.23
C -0.848 0.893 0.561 0.10 -1.41 0.74
C 0.423 0.594 0.288 0.08 -2.82 -2.18
C 1.560 1.316 0.498 1.79 3.20 0.36
N 1.366 2.693 0.841 5.29 -2.59 1.31
O 2.688 0.867 0.370 0.39 -0.03 0.16
C 0.549 -0.885 -0.325 0.22 0.21 1.68
C 1.331 -1.178 -1.608 0.11 -0.69 0.28
O 1.111 -1.761 0.723 -0.28 0.24 -0.45
N -0.878 -1.206 -0.469 0.82 2.00 -0.47
H -3.211 -0.648 1.426 -0.18 -0.30 -1.08
H -3.584 0.546 0.146 0.77 -0.10 0.18
H -3.253 -1.045 -0.443 -0.18 -0.11 0.96
H -1.239 1.696 1.205 -0.03 -0.44 -0.79
H 0.601 3.152 0.530 -2.43 1.82 -1.23
H 2.325 3.138 0.866 -2.07 -0.25 -0.13
H 0.771 -1.809 -2.337 0.35 0.17 0.91
H 2.310 -1.623 -1.325 -0.69 0.19 -0.53
H 1.537 -0.279 -2.120 0.31 1.17 -0.61
H 2.080 -1.855 0.609 -0.91 0.43 -0.01
H -1.114 -2.065 -0.044 -0.01 -1.28 0.65
```
Forces are in eV/Å.

Results
- HOMO-LUMO gap (eV) = 8.3
- largest force on an atom (eV/Å) = 6.03
- E_LUMO (eV) = 0.657
- SMILES string = CN1C=C(C(N)=O)[C@@](C)(O)N1
- HOMO level (eV) = -7.655


No. 6
# C21H25BBaF7O21

A molecular structure, C21H25BBaF7O21 at a distorted geometry (ωB97M-V/def2-TZVPD, OMol25).

Geometry as XYZ:
```
76
Properties=species:S:1:pos:R:3:forces:R:3
Ba 2.045 1.372 -1.687 -0.58 -0.70 -0.31
B 0.893 -0.385 0.091 -0.24 -0.43 0.38
H 0.516 -0.792 1.016 -1.34 -1.65 3.23
H 1.428 -1.092 -0.525 1.94 -2.91 -2.46
H 0.078 0.066 -0.454 -2.92 1.96 -2.25
H 1.638 0.333 0.396 2.72 3.12 1.43
C -0.197 0.387 4.333 0.52 0.73 0.16
C -0.014 1.745 3.659 0.83 0.51 -0.36
O -0.868 2.639 4.319 0.48 -0.28 -0.26
C -1.503 1.943 5.282 -2.72 3.67 3.35
O -2.265 2.427 6.108 1.35 -0.66 -2.20
O -1.115 0.732 5.331 0.04 -3.49 0.81
F -0.410 1.684 2.384 -0.77 -0.23 -1.89
H 0.722 0.063 4.821 -0.06 -0.24 -0.19
H -0.646 -0.366 3.685 0.32 0.13 -0.11
H 0.992 2.158 3.583 0.08 -0.10 0.66
C -1.966 5.363 0.554 -0.95 0.84 0.99
C -2.240 5.632 -0.914 0.51 -1.00 2.29
O -1.695 4.410 -1.440 1.04 -0.69 -0.72
C -0.693 3.927 -0.600 -0.62 -0.62 1.00
O 0.115 3.010 -0.804 -1.75 2.42 -0.48
O -0.821 4.526 0.590 0.62 -0.76 -1.12
F -1.526 6.655 -1.353 1.07 1.11 -0.95
H -2.836 4.866 0.985 0.13 -0.45 0.06
H -1.778 6.230 1.187 0.14 0.13 -0.40
H -3.285 5.889 -1.087 -0.05 -1.03 -0.61
C -0.191 -3.787 -0.279 1.72 0.81 2.78
C 0.402 -3.606 1.209 -0.27 -1.48 -1.94
O 1.771 -3.898 1.013 0.57 0.74 -0.10
C 1.987 -4.533 -0.155 2.48 -2.41 -1.27
O 3.073 -5.042 -0.527 -4.11 2.36 1.43
O 0.824 -4.653 -0.846 -0.31 0.44 -0.04
F -0.044 -4.639 1.995 -0.42 0.57 0.14
H -0.134 -2.796 -0.730 -0.24 -0.22 -0.39
H -1.202 -4.170 -0.143 0.33 -0.53 -0.74
H 0.241 -2.628 1.663 0.18 -0.33 0.07
C -2.401 1.537 -5.666 0.27 -0.05 1.11
C -2.999 2.046 -4.331 1.79 1.66 -4.19
O -1.783 2.228 -3.576 -2.07 0.35 1.87
C -0.968 1.245 -3.893 2.28 -1.54 -0.31
O -0.073 0.750 -3.165 -2.54 1.81 -2.46
O -1.219 0.910 -5.174 1.83 -1.12 0.87
F -3.792 1.102 -3.941 -1.41 -1.60 2.42
H -2.145 2.359 -6.334 -0.06 -0.33 -0.25
H -2.978 0.699 -6.057 -0.26 0.63 -0.43
H -3.541 2.960 -4.570 0.22 0.35 1.20
C 3.079 -4.259 -3.813 0.00 -2.95 -1.14
C 1.663 -4.057 -4.330 3.42 -0.55 0.39
O 1.377 -2.928 -3.563 -2.10 2.47 -0.62
C 2.482 -2.184 -3.492 0.41 1.42 3.05
O 2.575 -1.031 -3.052 -0.62 -1.56 -1.43
O 3.527 -2.959 -3.641 1.53 1.01 -0.41
F 0.941 -5.080 -3.981 -1.84 -1.07 0.19
H 3.655 -4.868 -4.510 0.44 0.69 -0.27
H 3.084 -4.877 -2.914 -0.19 0.61 0.57
H 1.719 -3.909 -5.408 -0.96 0.39 -0.12
C -2.836 0.563 0.740 0.30 -0.32 0.07
C -3.619 -0.317 1.746 0.03 0.66 -2.32
O -4.702 0.558 2.104 1.09 -2.57 0.92
C -4.284 1.803 1.967 -2.58 3.95 -0.29
O -4.924 2.781 2.341 2.00 -2.32 -0.57
O -3.236 1.872 1.140 1.07 0.26 -0.16
F -2.800 -0.639 2.773 -0.33 0.13 0.67
H -2.996 0.413 -0.327 -1.15 -0.07 0.01
H -1.757 0.407 0.736 0.10 0.31 1.05
H -3.975 -1.232 1.272 -0.43 0.08 0.49
C 3.518 -1.699 2.878 -1.64 -1.73 -0.25
C 3.657 -0.360 2.265 1.68 0.71 -1.28
O 4.890 0.126 2.681 1.58 -1.36 1.20
C 5.505 -0.852 3.452 5.77 1.22 0.43
O 6.703 -0.716 3.855 -6.07 -0.93 -1.47
O 4.729 -1.947 3.492 1.92 0.47 1.48
F 2.823 0.572 2.697 -2.26 0.77 0.25
H 3.367 -2.522 2.179 -0.11 0.33 -0.34
H 2.690 -1.777 3.582 0.01 0.35 0.25
H 3.745 -0.387 1.179 -0.85 0.11 -0.16
```
Forces are in eV/Å.

Results
- HOMO-LUMO gap (eV) = 9.1
- largest force on an atom (eV/Å) = 6.31
- E_LUMO (eV) = -3.431
- HOMO level (eV) = -12.485
- net charge = +1


What is the largest force on an atom in the fourth record?
9.64 eV/Å